Entry 1:
{"formula": "BrH10O5", "method": "the ωB97M-V functional and the def2-TZVPD basis", "elements": ["Br", "O", "H", "H", "O", "H", "H", "O", "H", "H", "O", "H", "H", "O", "H", "H"], "coordinates": [[0.73125, 0.09857, 0.31977], [0.10101, 2.08881, -0.95883], [0.54430, 1.32627, -0.58701], [0.79091, 2.56662, -1.41924], [1.76267, -1.50668, -1.85663], [1.25244, -2.30045, -2.01733], [1.35438, -1.11070, -1.08674], [-1.16841, 1.05899, 1.65610], [-0.40656, 0.53581, 1.40690], [-1.01164, 1.29026, 2.57163], [-0.20462, -1.19742, 2.27196], [0.27556, -0.66275, 1.63967], [-1.12629, -1.01139, 2.09263], [-1.06929, -0.73132, -1.50718], [-0.45901, -0.59213, -0.78302], [-1.36670, 0.14751, -1.74267]], "mulliken_charge": [-0.857, -0.691, 0.455, 0.237, -0.658, 0.300, 0.388, -0.690, 0.291, 0.307, -0.809, 0.376, 0.337, -0.721, 0.422, 0.313], "lumo_ev": 3.83, "orbital_gap_ha": 0.337, "charge": -1, "de_lowest_kj_mol": 595.4}


Entry 2:
{"formula": "BrH2N2O3S", "method": "the ωB97M-V functional and the def2-TZVPD basis", "elements": ["N", "N", "O", "O", "O", "S", "Br", "H", "H"], "coordinates": [[-0.20269, -0.47472, 0.35290], [-0.89645, 1.31363, 1.21207], [0.34448, 3.54482, 0.99853], [1.62272, 1.51032, 0.63563], [-0.14800, 2.10271, -1.03838], [0.30697, 2.20828, 0.38630], [-0.41369, 1.22895, 2.89729], [-0.00133, 0.00916, -0.48019], [0.76151, -0.58819, 0.63314]], "mulliken_charge": [-0.547, -0.252, -0.637, -0.652, -0.675, 1.111, -0.004, 0.324, 0.332], "lumo_ev": [2.74, 2.68], "orbital_gap_ha": [0.295, 0.293], "charge": -1, "de_lowest_kj_mol": 506.9}


Entry 3:
{"formula": "BrH2NO2P", "method": "the ωB97M-V functional and the def2-TZVPD basis", "elements": ["O", "P", "Br", "N", "O", "H", "H"], "coordinates": [[1.39306, 1.62847, -0.45665], [1.40245, 0.21222, -0.05975], [1.74080, 0.08214, 2.16802], [-0.43674, -0.47527, -0.51183], [-1.99292, -0.47809, -0.36132], [-0.15240, -1.44459, -0.45259], [-1.95424, 0.47512, -0.32589]], "mulliken_charge": [-0.500, 0.282, -0.377, -0.429, -0.484, 0.189, 0.318], "lumo_ev": 3.73, "orbital_gap_ha": 0.280, "charge": -1, "smiles": "[O-]P(Br)NO", "de_lowest_kj_mol": 463.1}


Entry 4:
{"formula": "BrH2O2PS", "method": "the ωB97M-V functional and the def2-TZVPD basis", "elements": ["O", "P", "O", "S", "Br", "H", "H"], "coordinates": [[-0.71664, -0.98731, -0.84999], [-0.24808, 0.09714, 0.20566], [1.10211, -0.50093, 0.77560], [0.42171, 2.22911, -0.95314], [-1.62702, -0.34865, 1.84526], [-0.74028, -0.63792, -1.74412], [1.80820, 0.14855, 0.72073]], "mulliken_charge": [-0.458, 0.654, -0.439, -0.375, -0.150, 0.388, 0.379], "lumo_ev": -1.52, "orbital_gap_ha": 0.274, "smiles": "OP(O)(=S)Br", "de_lowest_kj_mol": 182.8}


Entry 5:
{"formula": "BrH2PS", "method": "the ωB97M-V functional and the def2-TZVPD basis", "elements": ["P", "S", "Br", "H", "H"], "coordinates": [[1.22195, 0.19469, -0.50336], [0.40890, -0.70939, 1.15977], [-2.10688, -0.22628, 1.13871], [0.37851, -0.45174, -1.35539], [0.09752, 1.19271, -0.43974]], "mulliken_charge": [-0.011, -0.056, -0.137, 0.106, 0.099], "lumo_ev": -2.27, "orbital_gap_ha": 0.272, "smiles": "PSBr", "de_lowest_kj_mol": 130.5}


Entry 6:
{"formula": "BrH3N2O2S", "method": "the ωB97M-V functional and the def2-TZVPD basis", "elements": ["N", "N", "O", "O", "S", "Br", "H", "H", "H"], "coordinates": [[-1.59301, -0.52396, 0.43171], [3.38130, -0.22361, -0.39780], [-1.98722, 0.56742, -1.66720], [-1.37122, 1.89563, 0.32788], [-1.16404, 0.69074, -0.48848], [1.64584, -0.42677, -0.26216], [-1.64241, -0.47576, 1.46913], [-1.21849, -1.40250, 0.09045], [3.94924, -0.10121, 0.49645]], "mulliken_charge": [-0.423, -0.387, -0.496, -0.522, 0.841, 0.190, 0.289, 0.260, 0.248], "lumo_ev": [-1.47, -2.41], "orbital_gap_ha": [0.309, 0.286], "de_lowest_kj_mol": 283.5}